(1)
{"formula": "C39H47Cl3MoN7OS2", "method": "wB97M-V/def2-TZVPD", "lumo_ev": [-7.83, -11.39], "mol_weight_g_mol": 896.3, "s2": 2.022, "total_charge": 3, "spin_multiplicity": 3, "e_above_lowest_kcal_mol": 0.0, "energy_ha": -4217.10788, "symbols": ["Mo", "N", "C", "C", "N", "C", "C", "N", "C", "C", "N", "H", "H", "H", "H", "H", "H", "H", "H", "H", "H", "H", "H", "H", "H", "H", "H", "H", "H", "C", "C", "C", "C", "C", "C", "C", "C", "S", "C", "N", "C", "C", "C", "C", "C", "C", "C", "C", "H", "H", "H", "H", "H", "H", "H", "H", "H", "H", "H", "H", "H", "H", "H", "H", "Cl", "C", "C", "C", "C", "C", "C", "N", "C", "C", "N", "C", "O", "C", "C", "C", "Cl", "S", "C", "C", "C", "Cl", "C", "H", "H", "H", "H", "H", "H", "H", "H", "H", "H", "H", "H", "H"], "positions_angstrom": [[-1.059, 10.580, 19.603], [-0.900, 12.898, 19.040], [0.322, 13.532, 19.541], [1.112, 12.573, 20.554], [1.083, 11.120, 20.127], [1.511, 10.199, 21.259], [0.428, 10.107, 22.314], [-0.898, 9.889, 21.744], [2.073, 10.969, 19.001], [1.583, 10.086, 17.831], [0.119, 10.369, 17.551], [-1.759, 13.397, 19.322], [-0.863, 13.036, 18.006], [0.900, 13.813, 18.645], [0.087, 14.450, 20.106], [2.150, 12.923, 20.620], [0.664, 12.635, 21.525], [1.691, 9.169, 20.912], [2.446, 10.549, 21.722], [0.752, 9.282, 22.998], [0.455, 11.011, 22.928], [-1.078, 8.892, 21.668], [-1.630, 10.298, 22.318], [2.341, 11.999, 18.688], [2.991, 10.539, 19.417], [2.265, 10.346, 17.010], [1.706, 9.034, 18.103], [0.009, 11.195, 16.935], [-0.291, 9.595, 17.046], [-2.407, 7.245, 12.947], [-2.410, 6.885, 14.449], [-3.401, 5.754, 14.768], [-1.027, 6.479, 14.965], [-2.969, 8.143, 15.151], [-4.133, 8.735, 14.605], [-4.828, 9.718, 15.270], [-4.236, 10.297, 16.392], [-4.939, 11.633, 17.291], [-3.852, 11.212, 18.572], [-2.849, 10.359, 18.233], [-3.084, 9.759, 16.975], [-2.480, 8.658, 16.367], [-3.847, 11.789, 19.923], [-4.985, 12.386, 20.495], [-4.896, 13.084, 21.701], [-3.634, 13.212, 22.284], [-2.529, 12.517, 21.783], [-2.645, 11.664, 20.648], [-1.790, 6.558, 12.327], [-1.982, 8.263, 12.758], [-3.418, 7.165, 12.514], [-3.079, 4.811, 14.274], [-4.404, 6.036, 14.354], [-3.462, 5.618, 15.881], [-0.625, 5.638, 14.371], [-1.017, 6.129, 16.011], [-0.285, 7.295, 14.957], [-4.460, 8.324, 13.656], [-5.781, 10.056, 14.899], [-1.574, 8.229, 16.836], [-5.920, 12.302, 19.928], [-5.783, 13.512, 22.181], [-3.579, 13.821, 23.174], [-1.551, 12.561, 22.308], [5.891, 8.394, 16.951], [4.614, 7.422, 17.477], [3.720, 6.887, 16.534], [2.608, 6.132, 16.965], [2.484, 5.703, 18.316], [1.522, 4.571, 18.716], [0.449, 4.928, 19.771], [-0.309, 6.140, 19.565], [-1.687, 6.200, 19.364], [-2.048, 7.521, 19.370], [-0.889, 8.303, 19.528], [0.120, 7.437, 19.661], [0.810, 4.060, 17.525], [1.118, 2.697, 17.142], [1.416, 2.670, 15.673], [0.463, 2.391, 14.692], [-1.027, 1.745, 15.040], [1.123, 2.775, 13.149], [2.613, 3.274, 13.819], [2.692, 3.087, 15.168], [3.443, 6.176, 19.234], [3.574, 5.678, 20.914], [4.392, 7.160, 18.873], [3.837, 7.113, 15.470], [1.940, 5.614, 16.242], [2.110, 3.749, 19.141], [0.939, 5.027, 20.764], [-0.249, 4.086, 19.777], [-2.284, 5.293, 19.224], [-3.043, 7.980, 19.336], [1.157, 7.678, 19.843], [0.305, 2.024, 17.416], [1.983, 2.323, 17.728], [3.366, 3.736, 13.183], [3.540, 3.277, 15.795], [5.046, 7.539, 19.661]]}

(2)
{"formula": "C39H48BIN7O3PdS", "method": "wB97M-V/def2-TZVPD", "lumo_ev": [1.56, -0.74], "mol_weight_g_mol": 939.1, "s2": 2.030, "total_charge": -1, "spin_multiplicity": 3, "e_above_lowest_kcal_mol": 24.9, "energy_ha": -2972.70360, "symbols": ["Pd", "C", "C", "N", "C", "C", "N", "H", "H", "H", "H", "H", "H", "C", "C", "C", "C", "C", "C", "C", "C", "C", "C", "C", "C", "N", "B", "N", "C", "C", "C", "C", "C", "C", "C", "C", "C", "C", "C", "C", "C", "C", "H", "H", "H", "H", "H", "H", "H", "H", "H", "H", "H", "H", "H", "H", "H", "H", "H", "H", "H", "H", "H", "H", "H", "H", "H", "H", "H", "H", "H", "H", "H", "H", "H", "H", "H", "H", "I", "O", "S", "O", "O", "C", "N", "C", "C", "C", "N", "C", "C", "C", "N", "C", "C", "H", "H", "H", "H", "H", "H"], "positions_angstrom": [[1.185, 1.325, -0.427], [4.436, 0.224, 1.362], [4.514, 1.215, 0.253], [3.534, 1.752, -0.444], [4.117, 2.610, -1.351], [5.465, 2.591, -1.199], [5.703, 1.702, -0.176], [3.625, 0.472, 2.043], [5.375, 0.209, 1.917], [4.248, -0.779, 0.974], [3.527, 3.179, -2.049], [6.253, 3.109, -1.716], [6.601, 1.444, 0.189], [-4.682, 4.408, -0.403], [-3.306, 4.067, -0.986], [-3.149, 4.697, -2.376], [-2.178, 4.501, -0.064], [-1.950, 5.866, 0.071], [-0.873, 6.352, 0.784], [0.013, 5.464, 1.365], [-0.180, 4.094, 1.265], [0.836, 3.141, 1.851], [2.234, 3.741, 1.972], [0.362, 2.587, 3.193], [-1.305, 3.606, 0.580], [-1.550, 2.200, 0.510], [-0.815, 1.105, -0.084], [-1.737, 0.005, -0.121], [-2.933, 0.438, 0.455], [-2.821, 1.716, 0.840], [-1.592, -1.352, -0.567], [-1.409, -1.585, -1.939], [-1.222, -2.890, -2.385], [-1.228, -3.947, -1.503], [-1.479, -3.713, -0.160], [-1.689, -2.434, 0.342], [-2.148, -2.276, 1.796], [-1.270, -1.382, 2.688], [-2.338, -3.610, 2.520], [-1.517, -0.480, -2.979], [-0.199, -0.258, -3.722], [-2.626, -0.804, -3.988], [-5.468, 3.930, -0.991], [-4.853, 5.487, -0.421], [-4.779, 4.073, 0.630], [-3.250, 2.991, -1.125], [-3.315, 5.776, -2.349], [-3.878, 4.264, -3.063], [-2.147, 4.513, -2.762], [-2.615, 6.564, -0.423], [-0.696, 7.418, 0.847], [0.875, 5.852, 1.890], [0.931, 2.270, 1.144], [2.268, 4.511, 2.745], [2.552, 4.177, 1.025], [2.942, 2.961, 2.256], [0.227, 3.406, 3.901], [1.100, 1.896, 3.608], [-0.588, 2.058, 3.095], [-3.806, -0.189, 0.485], [-3.543, 2.336, 1.342], [-1.073, -3.089, -3.439], [-1.056, -4.956, -1.858], [-1.497, -4.562, 0.507], [-3.140, -1.823, 1.750], [-0.439, -1.964, 3.091], [-1.856, -1.000, 3.527], [-0.859, -0.533, 2.149], [-1.385, -4.130, 2.638], [-3.030, -4.268, 1.994], [-2.742, -3.419, 3.516], [-1.792, 0.452, -2.481], [0.162, -1.190, -4.162], [0.560, 0.120, -3.042], [-0.335, 0.482, -4.513], [-2.347, -1.651, -4.616], [-2.798, 0.054, -4.640], [-3.559, -1.050, -3.479], [0.637, 3.129, -2.213], [2.787, -6.458, -2.963], [2.029, -7.405, -2.166], [2.694, -8.679, -1.965], [0.617, -7.495, -2.518], [1.890, -6.642, -0.485], [1.525, -7.455, 0.504], [1.308, -6.826, 1.669], [1.420, -5.466, 1.825], [1.794, -4.692, 0.708], [2.048, -5.341, -0.454], [1.851, -3.267, 0.675], [2.223, -2.597, -0.526], [2.142, -1.244, -0.607], [1.679, -0.459, 0.422], [1.430, -1.080, 1.604], [1.525, -2.426, 1.774], [1.019, -7.469, 2.495], [1.211, -5.001, 2.782], [2.570, -3.193, -1.360], [2.484, -0.731, -1.502], [1.186, -0.429, 2.436], [1.328, -2.845, 2.753]]}